[1]
C7H13N2 | ωB97M-V/def2-TZVPD

Computed properties:
Total charge = +1
Highest occupied orbital energy (spin up / spin down) = -0.460 / -0.460 Eh
Lowest unoccupied orbital energy (spin up / spin down) = -0.1905 / -0.1905 Ha
Energy above the lowest of the compared OMol25 structures with the same formula, charge and spin = 519.3 kJ/mol
Max |F| = 5.421 eV Å⁻¹

Each line ends with the Mulliken charge.
Element x y z (Å)
C (-2.356, 1.085, -0.945)  -0.6874
C (-1.410, 1.302, -2.002)  -0.7335
C (-1.774, 0.391, 0.032)  -0.0705
C (-0.220, 0.675, -1.540)  -0.2570
C (0.196, -0.495, 1.871)  -1.1011
C (2.011, 0.831, 0.411)  -0.4997
C (0.789, -1.856, -0.108)  -0.7603
N (-0.501, 0.097, -0.323)  0.2210
N (0.431, -0.530, 0.442)  -0.0060
H (-3.399, 1.479, -0.927)  0.3762
H (-1.538, 1.804, -2.923)  0.5037
H (-2.154, -0.114, 0.881)  0.3903
H (0.782, 0.453, -2.070)  0.4047
H (-0.726, -1.153, 2.255)  0.3814
H (1.061, -0.844, 2.370)  0.4158
H (0.042, 0.526, 2.226)  0.4427
H (1.920, 1.274, -0.635)  0.3708
H (1.552, 1.474, 1.130)  0.2741
H (2.840, 0.406, 0.794)  0.3659
H (0.321, -1.937, -1.202)  0.3537
H (1.831, -2.140, -0.184)  0.3111
H (0.303, -2.729, 0.446)  0.3041

[2]
C7H13N2O | ωB97M-V/def2-TZVPD

Computed properties:
Total charge = +1
Highest occupied orbital energy = -0.426 Eh
Lowest unoccupied orbital energy = -0.1347 Ha
Energy above the lowest of the compared OMol25 structures with the same formula, charge and spin = 654.3 kJ/mol
Max |F| = 4.669 eV Å⁻¹

Each line ends with the Mulliken charge.
Element x y z (Å)
C (-0.131, -3.593, -1.045)  0.3387
C (-0.301, -2.430, -0.951)  -1.1435
C (-0.376, 0.934, 1.487)  -0.9285
C (1.515, -0.228, 0.688)  -0.4762
C (-1.310, 0.904, 0.254)  -0.5942
C (-0.238, -1.049, -0.888)  0.3387
C (1.446, 2.174, 0.287)  -0.9312
N (1.028, 1.033, 1.023)  0.1091
N (-1.534, -0.479, -0.114)  -0.1563
O (-0.323, -0.414, -2.121)  -0.5163
H (0.130, -4.683, -1.104)  0.4306
H (-0.686, 1.685, 2.135)  0.3697
H (-0.320, -0.043, 1.919)  0.5121
H (1.322, -1.103, 1.257)  0.3537
H (2.510, -0.413, 0.214)  0.3190
H (-2.168, 1.498, 0.346)  0.5041
H (-0.844, 1.319, -0.600)  0.3889
H (2.543, 2.144, 0.293)  0.3640
H (1.238, 2.251, -0.775)  0.3487
H (1.079, 3.014, 0.796)  0.3719
H (-1.794, -1.041, 0.623)  0.3107
H (-2.222, -0.515, -0.785)  0.3304
H (-0.564, -0.966, -2.940)  0.3560